# 1
Density functional theory data (ωB97M-V with the def2-TZVPD basis set) for an isolated molecule of C13H24N4O2.

## Properties
Orbital gap ... 0.313 Eh
E_tot ... -879.33426 Ha
Highest occupied orbital energy ... -7.87 eV
SMILES string ... CCCCn1c(N)c(NCCC(C)C)c(=O)[nH]c1=O
F_max ... 0.8 eV/Å
ΔE to the lowest compared entry with this formula, charge and spin ... 0.000 eV

Each line ends with the natural charge from an NBO analysis.
Element x y z (Å)
C (1.6865, -3.5523, 0.7628)  -0.5999
C (0.4555, -2.6745, 0.9525)  -0.3974
C (-0.7373, -3.2144, 0.1666)  -0.4057
C (-2.0125, -2.3833, 0.3337)  -0.2096
N (-1.8361, -1.0235, -0.1545)  -0.4404
C (-1.3759, 0.0038, 0.6403)  0.4315
N (-1.2638, -0.1777, 1.9996)  -0.8107
C (-0.9717, 1.1928, 0.0922)  -0.1337
N (-0.4565, 2.2199, 0.9246)  -0.6314
C (0.9126, 2.0028, 1.3910)  -0.2116
C (1.9516, 2.0037, 0.2659)  -0.4137
C (3.3778, 1.7338, 0.7557)  -0.2132
C (3.5605, 0.2745, 1.1690)  -0.6069
C (4.3807, 2.0903, -0.3402)  -0.5971
C (-1.1439, 1.4515, -1.3102)  0.6407
O (-0.8725, 2.4922, -1.8812)  -0.6285
N (-1.7046, 0.3814, -2.0050)  -0.6308
C (-2.0038, -0.8612, -1.5209)  0.7929
O (-2.4033, -1.7555, -2.2341)  -0.6323
H (2.5299, -3.1507, 1.3193)  0.2113
H (1.4936, -4.5641, 1.1122)  0.2009
H (1.9608, -3.6015, -0.2885)  0.2037
H (0.2043, -2.6266, 2.0144)  0.1944
H (0.6867, -1.6607, 0.6208)  0.1988
H (-0.9561, -4.2339, 0.4900)  0.2069
H (-0.4896, -3.2485, -0.8959)  0.2162
H (-2.3317, -2.3719, 1.3761)  0.1842
H (-2.8063, -2.8283, -0.2716)  0.2500
H (-1.8870, -0.8430, 2.4283)  0.3882
H (-1.2122, 0.7114, 2.4794)  0.4154
H (-0.4915, 3.0862, 0.3895)  0.3918
H (0.9375, 1.0480, 1.9196)  0.1887
H (1.1387, 2.8001, 2.1049)  0.1934
H (1.9175, 2.9746, -0.2344)  0.2068
H (1.6758, 1.2477, -0.4740)  0.1994
H (3.5723, 2.3716, 1.6259)  0.1893
H (4.5834, 0.1008, 1.4961)  0.2091
H (3.3555, -0.3837, 0.3271)  0.2006
H (2.8953, 0.0072, 1.9862)  0.2035
H (4.2975, 3.1398, -0.6124)  0.2079
H (5.3982, 1.9031, -0.0041)  0.2047
H (4.1967, 1.4907, -1.2292)  0.2022
H (-1.8454, 0.5099, -3.0007)  0.4303

# 2
Density functional theory data (ωB97M-V with the def2-TZVPD basis set) for a structure of composition C22H18F9MnO2 in a non-equilibrium geometry.

## Properties
Orbital gap (spin up / spin down) ... 0.193 / 0.220 Eh
E_tot ... -3049.31937 Ha
Highest occupied orbital energy (spin up / spin down) ... -2.92 / -3.67 eV
F_max ... 4.0 eV/Å
Spin multiplicity ... 6
Net charge ... -1
ΔE to the lowest compared entry with this formula, charge and spin ... 0.000 eV

Each line ends with the natural charge from an NBO analysis.
Element x y z (Å)
C (-0.2874, 2.7230, 0.8995)  -0.1303
C (-0.1616, 2.7274, -0.5258)  -0.3761
C (-1.0082, 1.7330, -1.0840)  -0.4386
H (0.4313, 3.4516, -1.0760)  0.2273
C (-1.7417, 1.0921, 0.0194)  -0.4686
C (-1.1871, 1.6268, 1.2346)  -0.4416
H (-1.5389, 1.4659, 2.2530)  0.2238
H (-0.2465, 3.6058, 1.5292)  0.2261
H (-1.1782, 1.5491, -2.1509)  0.2130
H (-2.5674, 0.3954, -0.0820)  0.2260
C (2.4756, -0.7145, -0.0236)  -0.3697
C (2.9055, 0.3189, 0.8358)  -0.3059
C (2.0735, 0.3787, 1.9687)  -0.1833
H (3.7502, 0.9668, 0.6271)  0.2203
C (1.0691, -0.6626, 1.8498)  -0.4716
C (1.3665, -1.4070, 0.6200)  -0.5084
H (0.9036, -2.3347, 0.2913)  0.2266
H (2.9838, -1.0238, -0.9350)  0.2133
H (2.2707, 0.8311, 2.9280)  0.2314
H (0.4177, -0.9709, 2.6648)  0.2234
Mn (0.2150, 0.3116, 0.0976)  1.3531
O (-1.5928, -2.0706, -1.5275)  -0.4913
C (-1.7773, -1.7637, -2.9225)  -0.0927
C (-2.8610, -2.5170, -2.1602)  0.0314
H (-1.9603, -0.7110, -3.1377)  0.1949
H (-1.1960, -2.3544, -3.6353)  0.1838
H (-3.7408, -1.9294, -1.8805)  0.1998
H (-5.2112, -3.7933, -2.5553)  0.2096
C (-4.3635, -4.4823, -2.5982)  -0.1991
C (-3.0610, -3.9587, -2.3864)  -0.0771
C (-1.9621, -4.8402, -2.4607)  -0.1458
H (-0.9528, -4.4532, -2.3081)  0.2213
C (-2.1682, -6.1986, -2.7050)  -0.2283
H (-1.3092, -6.8691, -2.7244)  0.2121
C (-3.4560, -6.7061, -2.9212)  -0.2231
H (-3.6059, -7.7694, -3.1186)  0.2111
C (-4.5540, -5.8334, -2.8794)  -0.2161
H (-5.5613, -6.2134, -3.0643)  0.2111
F (4.2519, 2.1865, 2.9945)  -0.3281
C (4.0061, 3.3575, 2.3618)  0.9389
F (4.6535, 4.3338, 3.0618)  -0.3397
F (4.5823, 3.2776, 1.1304)  -0.3374
C (2.4083, 3.6145, 2.1835)  0.0914
O (1.6680, 2.6098, 1.7143)  -0.7980
C (1.9075, 4.0440, 3.6453)  0.9428
F (2.3131, 5.2757, 4.0501)  -0.3381
F (0.5526, 4.0298, 3.6963)  -0.3281
F (2.3507, 3.1334, 4.5550)  -0.3345
C (2.4299, 4.8617, 1.1668)  0.9381
F (3.4342, 5.7532, 1.3604)  -0.3367
F (2.5633, 4.3725, -0.0957)  -0.3264
F (1.2663, 5.5503, 1.2194)  -0.3361

# 3
Density functional theory data (ωB97M-V with the def2-TZVPD basis set) for an isolated molecule of C2H2Cl2NO2P in a non-equilibrium geometry.

## Properties
Orbital gap ... 0.346 Eh
E_tot ... -1544.39820 Ha
Highest occupied orbital energy ... -10.21 eV
SMILES string ... O=C/N=C\P(=O)(Cl)Cl
F_max ... 4.1 eV/Å
ΔE to the lowest compared entry with this formula, charge and spin ... 0.000 eV

Each line ends with the natural charge from an NBO analysis.
Element x y z (Å)
O (0.7622, 2.5314, -0.6873)  -0.5371
C (0.8187, 1.4076, -0.2248)  0.5053
N (0.1622, 0.3018, -0.5859)  -0.4189
C (-0.6783, -0.5553, -0.6523)  0.0207
P (-2.5386, -0.4359, 0.2486)  1.6194
O (-3.0115, -1.6021, 0.9290)  -1.0406
Cl (-3.7126, -0.0894, -1.4072)  -0.2710
Cl (-2.7809, 1.2127, 1.4294)  -0.2398
H (1.7110, 1.1443, 0.4736)  0.1358
H (-0.8034, -1.3946, -1.4259)  0.2262

# 4
Density functional theory data (ωB97M-V with the def2-TZVPD basis set) for a structure of composition C6H12HgO10 in a non-equilibrium geometry.

## Properties
Orbital gap (spin up / spin down) ... 0.110 / 0.159 Eh
E_tot ... -1141.23348 Ha
Highest occupied orbital energy (spin up / spin down) ... 4.54 / 3.30 eV
F_max ... 10.7 eV/Å
Spin multiplicity ... 2
Net charge ... -3

Each line ends with the natural charge from an NBO analysis.
Element x y z (Å)
Hg (8.7483, 3.8716, 4.8453)  1.5751
C (8.9586, 2.7165, 2.4059)  0.8976
O (9.2339, 3.1139, 1.3004)  -0.8341
O (9.9163, 2.6365, 3.2036)  -0.9426
O (7.8302, 2.7742, 2.8986)  -0.9256
C (10.5420, 5.8815, 4.3304)  0.8638
O (10.6469, 5.0548, 5.1934)  -0.9038
O (11.4536, 6.1282, 3.5347)  -0.8319
O (9.4559, 5.6886, 3.7017)  -0.9325
C (11.4232, 2.2274, 6.7058)  -0.0959
C (11.9859, 0.9503, 5.8707)  -0.0705
O (11.8758, 0.9659, 4.4822)  -0.7315
O (10.0388, 2.2014, 6.4915)  -0.8060
H (12.0393, 3.0969, 6.4767)  0.2284
H (11.7075, 2.2783, 7.7568)  0.1286
H (11.6777, -0.0429, 6.1973)  0.1191
H (13.0434, 0.9623, 6.1348)  0.1242
H (10.9543, 1.1496, 4.2854)  0.5215
H (9.5531, 1.4364, 6.8084)  0.4618
C (7.2558, 5.3915, 7.1861)  -0.1223
C (6.5640, 4.0441, 7.3723)  -0.4871
O (7.3993, 3.1026, 6.7126)  -0.9680
O (7.2873, 5.6410, 5.7469)  -0.7408
H (8.2181, 5.3916, 7.6979)  0.1842
H (6.6055, 6.1988, 7.5230)  0.1395
H (5.6291, 4.0933, 6.8140)  0.1541
H (6.4145, 3.9726, 8.4496)  0.1140
H (7.2339, 2.2457, 7.1126)  0.3974
H (7.4016, 6.5829, 5.6003)  0.4833